Entry from OMol25: one molecule with the formula CH3BrOS in a non-equilibrium geometry (ωB97M-V/def2-TZVPD).

Geometry as ORCA input:
```
! RIJCOSX wB97M-V def2-TZVPD def2/J DEFGRID3
* xyz 0 3
C -0.71 0.32 0.11
O 0.89 -1.82 -0.37
S 0.84 -0.61 0.51
Br 2.33 0.86 -0.30
H -1.55 -0.36 -0.08
H -0.87 0.86 -0.87
H -0.92 0.75 1.00
*
```

## Properties
F_max = 4.71 eV Å⁻¹
Gap between HOMO and LUMO (alpha / beta) = 7.327 / 6.908 eV
Relative energy (zero: lowest compared OMol25 entry of this formula, charge and spin) = 1.066 eV
E_LUMO (alpha / beta) = 0.772 / -3.420 eV

The computed Löwdin charges, all in e, follow: C -0.302; O -0.482; S 0.487; Br 0.179; H 0.047; H 0.080; H -0.008

***

Entry from OMol25: a 9-piece molecular cluster, C20H46Cl16O5P3 overall in a non-equilibrium geometry (ωB97M-V/def2-TZVPD).

Geometry as ORCA input:
```
! RIJCOSX wB97M-V def2-TZVPD def2/J DEFGRID3
* xyz -1 1
C 2.58 1.21 2.11
C 3.82 1.20 1.10
C 3.32 1.91 -0.22
O 2.74 3.17 0.18
P 2.39 3.86 -1.42
O 3.92 3.29 -2.09
C 4.32 2.06 -1.46
P 3.91 0.47 -2.44
P 5.54 -0.04 -3.79
O 6.76 0.86 -3.60
O 5.07 -0.13 -5.41
O 6.04 -1.63 -3.40
H 1.67 1.03 1.46
H 2.61 0.36 2.84
H 2.45 2.22 2.58
H 4.06 0.12 0.85
H 4.73 1.68 1.56
H 2.49 1.21 -0.57
H 1.14 4.23 -0.81
H 2.86 5.17 -1.04
H 1.92 4.50 -2.63
H 1.63 2.70 -1.88
H 5.39 2.20 -1.17
H 3.79 -0.58 -1.48
H 5.12 0.75 -5.82
H 5.68 -2.24 -4.08
Cl 1.96 -2.12 1.53
C 3.17 -3.34 1.06
C 4.39 -3.31 1.95
Cl 5.34 -1.82 1.71
H 3.43 -3.17 0.01
H 2.67 -4.32 1.13
H 5.04 -4.15 1.71
H 4.12 -3.38 3.00
Cl -3.27 4.37 -3.40
C -2.67 3.81 -1.82
C -1.97 4.91 -1.05
Cl -0.42 5.36 -1.80
H -2.02 2.96 -1.98
H -3.55 3.47 -1.26
H -1.74 4.56 -0.04
H -2.58 5.80 -0.97
Cl -4.01 4.81 1.85
C -3.27 6.10 2.83
C -3.63 7.48 2.32
Cl -2.88 7.83 0.74
H -2.19 5.95 2.83
H -3.64 5.98 3.85
H -3.27 8.24 3.02
H -4.71 7.60 2.21
Cl -0.45 7.05 8.48
C -0.08 6.36 6.88
C -0.96 6.94 5.79
Cl -2.66 6.43 5.96
H -0.19 5.28 6.94
H 0.96 6.59 6.67
H -0.62 6.60 4.82
H -0.93 8.03 5.80
Cl -0.68 -4.90 1.12
C -0.56 -5.89 -0.35
C 0.54 -6.92 -0.24
Cl 2.15 -6.17 -0.24
H -0.40 -5.22 -1.20
H -1.53 -6.38 -0.48
H 0.50 -7.60 -1.10
H 0.44 -7.52 0.67
Cl -4.83 0.11 1.78
C -4.60 -1.63 2.06
C -3.24 -2.11 1.61
Cl -3.05 -2.06 -0.16
H -5.40 -2.17 1.54
H -4.72 -1.80 3.13
H -3.09 -3.15 1.92
H -2.44 -1.51 2.05
Cl -3.67 -1.85 -3.83
C -5.41 -1.56 -3.54
C -5.71 -0.10 -3.28
Cl -5.05 0.44 -1.72
H -5.72 -2.19 -2.71
H -5.94 -1.89 -4.44
H -6.79 0.05 -3.24
H -5.30 0.54 -4.06
Cl -0.86 -9.20 -1.84
C -0.72 -10.20 -3.31
C 0.39 -11.22 -3.20
Cl 2.00 -10.47 -3.19
H -0.56 -9.53 -4.16
H -1.68 -10.70 -3.44
H 0.35 -11.89 -4.06
H 0.29 -11.82 -2.30
*
```

## Properties
F_max = 3.87 eV Å⁻¹
Gap between HOMO and LUMO = 4.816 eV
E_LUMO = 1.436 eV

The computed Löwdin charges, all in e, follow: C -0.141; C -0.221; C -0.514; O -0.342; P 0.369; O -0.389; C -0.528; P 0.861; P 0.373; O -0.388; O -0.239; O -0.241; H 0.068; H 0.032; H 0.067; H 0.005; H 0.111; H 0.074; H -0.142; H -0.037; H -0.085; H -0.013; H 0.118; H -0.079; H 0.065; H 0.048; Cl 0.577; C -0.692; C -0.646; Cl 0.593; H 0.066; H -0.033; H 0.069; H 0.067; Cl 0.509; C -0.663; C -0.694; Cl 0.579; H 0.073; H 0.047; H 0.051; H -0.002; Cl 0.573; C -0.697; C -0.651; Cl 0.587; H 0.065; H -0.021; H 0.065; H 0.068; Cl 0.529; C -0.659; C -0.633; Cl 0.600; H 0.072; H 0.076; H 0.076; H 0.072; Cl 0.560; C -0.651; C -0.696; Cl 0.612; H 0.078; H 0.063; H -0.041; H 0.071; Cl 0.527; C -0.661; C -0.670; Cl 0.524; H 0.066; H 0.068; H 0.044; H 0.074; Cl 0.533; C -0.668; C -0.659; Cl 0.531; H 0.063; H 0.067; H 0.069; H 0.070; Cl 0.635; C -0.633; C -0.666; Cl 0.548; H 0.074; H 0.073; H 0.072; H 0.068

***

Entry from OMol25: a 6-piece molecular cluster, C15H35FN6O15S overall in a non-equilibrium geometry (ωB97M-V/def2-TZVPD).

Geometry as ORCA input:
```
! RIJCOSX wB97M-V def2-TZVPD def2/J DEFGRID3
* xyz 0 1
C -2.19 3.85 0.64
C -1.66 2.46 0.35
O -1.69 1.69 1.56
C -0.52 1.02 1.91
C -0.39 -0.35 1.27
N 0.02 -0.24 -0.16
C 1.41 -0.63 -0.42
C 2.01 0.20 -1.56
C 3.55 0.21 -1.54
C 4.05 1.40 -2.30
O 3.91 1.52 -3.48
O 4.68 2.35 -1.56
C 3.81 3.44 -1.17
C 3.35 3.29 0.27
S -0.99 -0.90 -1.29
O -0.65 -2.25 -1.58
O -1.14 0.02 -2.37
F -2.31 -0.91 -0.49
H -3.16 3.74 1.12
H -1.51 4.37 1.32
H -2.30 4.41 -0.29
H -0.65 2.48 -0.06
H -2.28 1.97 -0.40
H 0.38 1.61 1.71
H -0.56 0.85 2.99
H 0.35 -0.94 1.81
H -1.34 -0.86 1.38
H 1.50 -1.69 -0.67
H 1.98 -0.42 0.48
H 1.63 -0.12 -2.53
H 1.64 1.22 -1.41
H 3.93 0.21 -0.52
H 3.92 -0.67 -2.07
H 4.37 4.37 -1.29
H 2.95 3.48 -1.84
H 2.54 2.57 0.35
H 4.18 2.93 0.87
H 3.01 4.26 0.65
C -4.86 -0.01 2.85
N -4.78 1.46 3.02
O -4.65 1.90 4.15
O -4.83 2.13 2.01
H -4.78 -0.47 3.82
H -5.81 -0.23 2.38
H -4.03 -0.30 2.21
C -2.35 -0.67 6.72
N -1.85 -1.11 5.39
O -2.62 -1.08 4.45
O -0.69 -1.46 5.32
H -3.39 -0.38 6.62
H -2.23 -1.51 7.40
H -1.73 0.17 7.04
C 2.50 0.54 -5.92
N 1.58 0.84 -7.06
O 0.41 1.04 -6.81
O 2.07 0.86 -8.17
H 1.93 0.55 -5.00
H 2.93 -0.44 -6.11
H 3.27 1.30 -5.91
C -1.68 -5.42 8.22
N -2.18 -4.02 8.29
O -1.75 -3.30 9.16
O -2.99 -3.68 7.45
H -0.97 -5.56 9.03
H -2.54 -6.07 8.33
H -1.21 -5.55 7.25
C 1.43 -2.20 -9.18
N 1.86 -3.53 -9.69
O 1.07 -4.17 -10.35
O 2.99 -3.89 -9.41
H 0.42 -2.02 -9.51
H 1.50 -2.24 -8.10
H 2.12 -1.46 -9.58
*
```

## Properties
F_max = 1.04 eV Å⁻¹
Gap between HOMO and LUMO = 9.462 eV
E_LUMO = -0.363 eV

The computed Löwdin charges, all in e, follow: C -0.061; C -0.262; O -0.148; C -0.204; C -0.147; N -0.205; C -0.193; C -0.160; C -0.080; C -0.493; O 0.141; O -0.022; C -0.206; C -0.059; S 0.598; O -0.236; O -0.231; F -0.123; H 0.059; H 0.078; H 0.079; H 0.106; H 0.112; H 0.121; H 0.122; H 0.128; H 0.111; H 0.123; H 0.124; H 0.110; H 0.113; H 0.121; H 0.135; H 0.121; H 0.123; H 0.051; H 0.084; H 0.081; C 0.038; N -0.437; O 0.063; O 0.059; H 0.069; H 0.102; H 0.087; C 0.057; N -0.431; O 0.046; O 0.061; H 0.102; H 0.055; H 0.107; C 0.039; N -0.449; O 0.075; O 0.043; H 0.078; H 0.102; H 0.092; C 0.054; N -0.443; O 0.076; O 0.054; H 0.096; H 0.102; H 0.103; C 0.036; N -0.457; O 0.068; O 0.058; H 0.098; H 0.094; H 0.093

***

Entry from OMol25: a 2-piece molecular cluster, C2H9NS2 overall in a non-equilibrium geometry (ωB97M-V/def2-TZVPD).

Geometry as ORCA input:
```
! RIJCOSX wB97M-V def2-TZVPD def2/J DEFGRID3
* xyz 0 1
C 0.67 0.24 1.34
C 0.76 0.36 -0.19
N 1.32 1.68 -0.66
H 1.38 0.67 2.00
H 0.71 -0.78 1.61
H -0.32 0.66 1.70
H -0.29 0.14 -0.55
H 1.59 -0.37 -0.50
H 0.82 2.38 -0.33
H 1.21 1.72 -1.64
S -2.61 -2.25 0.05
S -1.61 -1.80 -1.79
H -1.50 -2.08 0.81
H -2.14 -0.57 -1.85
*
```

## Properties
F_max = 4.99 eV Å⁻¹
Gap between HOMO and LUMO = 9.308 eV
Relative energy (zero: lowest compared OMol25 entry of this formula, charge and spin) = 1.197 eV
E_LUMO = 0.000 eV

The computed Löwdin charges, all in e, follow: C -0.128; C -0.319; N 0.005; H 0.052; H 0.038; H 0.087; H 0.039; H 0.127; H -0.008; H 0.043; S 0.245; S 0.245; H -0.221; H -0.206

***

Entry from OMol25: a 8-piece molecular cluster, C20H32Cl8O12 overall in a non-equilibrium geometry (ωB97M-V/def2-TZVPD).

Geometry as ORCA input:
```
! RIJCOSX wB97M-V def2-TZVPD def2/J DEFGRID3
* xyz 0 1
O -2.81 -2.26 3.63
C -2.75 -1.12 3.34
O -1.99 -0.19 3.96
C -2.25 1.11 3.45
C -3.19 0.86 2.26
O -3.54 -0.51 2.42
H -2.83 1.62 4.22
H -1.34 1.63 3.17
H -2.72 0.90 1.27
H -4.06 1.51 2.19
O -1.41 0.94 -3.39
C -0.75 1.18 -4.36
O -1.24 1.29 -5.62
C -0.20 1.35 -6.57
C 1.06 1.62 -5.68
O 0.58 1.24 -4.40
H -0.04 0.38 -7.05
H -0.33 2.17 -7.26
H 1.31 2.68 -5.65
H 1.92 1.00 -5.94
O 2.27 1.93 2.20
C 1.50 1.33 1.49
O 1.41 1.55 0.18
C 0.26 0.88 -0.35
C -0.10 -0.09 0.79
O 0.57 0.51 1.92
H -0.48 1.63 -0.61
H 0.54 0.33 -1.25
H 0.40 -1.05 0.68
H -1.16 -0.30 0.94
O 1.77 -2.41 -1.84
C 2.47 -2.33 -0.89
O 3.01 -1.27 -0.35
C 3.72 -1.55 0.85
C 3.91 -3.08 0.72
O 2.89 -3.45 -0.18
H 4.64 -0.99 0.93
H 3.11 -1.23 1.70
H 3.81 -3.60 1.68
H 4.89 -3.31 0.31
Cl 0.53 5.80 -2.00
C 1.62 4.37 -1.94
C 2.57 4.43 -0.76
Cl 3.55 5.92 -0.83
H 2.12 4.30 -2.90
H 0.92 3.55 -1.85
H 3.29 3.62 -0.78
H 2.05 4.44 0.20
Cl -5.38 -1.21 -0.70
C -3.92 -0.64 -1.55
C -3.50 -1.56 -2.65
Cl -4.68 -1.61 -4.00
H -3.17 -0.56 -0.76
H -4.06 0.39 -1.87
H -3.43 -2.56 -2.22
H -2.53 -1.30 -3.05
Cl -2.62 -5.64 -1.38
C -1.60 -5.42 0.05
C -1.72 -4.04 0.66
Cl -1.27 -2.73 -0.46
H -0.59 -5.43 -0.36
H -1.80 -6.17 0.81
H -1.06 -3.99 1.53
H -2.71 -3.82 1.06
Cl 2.81 -0.39 6.55
C 1.83 0.35 5.25
C 1.82 1.86 5.26
Cl 1.03 2.48 6.76
H 0.86 -0.09 5.05
H 2.32 0.15 4.29
H 1.16 2.19 4.46
H 2.75 2.41 5.22
*
```

## Properties
F_max = 2.76 eV Å⁻¹
Gap between HOMO and LUMO = 10.543 eV
Relative energy (zero: lowest compared OMol25 entry of this formula, charge and spin) = 0.590 eV
E_LUMO = 0.134 eV

The computed Löwdin charges, all in e, follow: O 0.172; C -0.580; O 0.058; C -0.102; C -0.105; O 0.040; H 0.138; H 0.119; H 0.101; H 0.136; O 0.143; C -0.557; O 0.071; C -0.094; C -0.095; O 0.051; H 0.131; H 0.129; H 0.126; H 0.130; O 0.135; C -0.616; O 0.055; C -0.070; C -0.114; O 0.055; H 0.130; H 0.127; H 0.079; H 0.079; O 0.148; C -0.593; O 0.068; C -0.082; C -0.122; O 0.044; H 0.137; H 0.124; H 0.132; H 0.132; Cl 0.519; C -0.645; C -0.654; Cl 0.534; H 0.066; H 0.045; H 0.069; H 0.065; Cl 0.564; C -0.696; C -0.694; Cl 0.540; H 0.022; H 0.075; H 0.020; H 0.050; Cl 0.564; C -0.655; C -0.605; Cl 0.692; H 0.061; H 0.081; H 0.079; H 0.075; Cl 0.543; C -0.677; C -0.644; Cl 0.505; H 0.075; H 0.053; H 0.045; H 0.071

***

Entry from OMol25: a 2-piece molecular cluster, C10H11NO3S overall in a non-equilibrium geometry (ωB97M-V/def2-TZVPD).

Geometry as ORCA input:
```
! RIJCOSX wB97M-V def2-TZVPD def2/J DEFGRID3
* xyz 0 1
O -3.09 0.07 2.21
C -2.54 -0.86 1.67
N -3.15 -2.09 1.29
C -2.44 -2.76 0.23
O -2.83 -3.61 -0.51
C -1.04 -2.09 0.33
C 0.24 -2.42 -0.27
S 0.28 -3.86 -1.42
C 1.46 -1.64 0.00
C 1.36 -0.51 0.94
C 0.09 -0.13 1.58
C -1.05 -0.94 1.24
H -4.16 -2.14 1.27
H -0.32 -3.37 -2.55
H 2.43 -1.89 -0.49
H 2.30 0.06 1.15
H -0.02 0.72 2.29
C 1.61 3.01 -1.87
C 0.92 2.82 -0.54
O 1.82 3.11 0.53
H 2.48 2.36 -1.95
H 0.93 2.79 -2.70
H 1.97 4.04 -1.98
H 0.58 1.79 -0.42
H 0.05 3.48 -0.45
H 2.11 4.02 0.43
*
```

## Properties
F_max = 3.49 eV Å⁻¹
Gap between HOMO and LUMO = 8.728 eV
Relative energy (zero: lowest compared OMol25 entry of this formula, charge and spin) = 1.724 eV
E_LUMO = -0.567 eV

The computed Löwdin charges, all in e, follow: O 0.113; C -0.385; N 0.158; C -0.380; O 0.110; C -0.081; C -0.488; S 0.732; C -0.060; C -0.050; C 0.006; C -0.053; H 0.160; H -0.114; H 0.105; H 0.110; H 0.124; C -0.091; C -0.323; O -0.094; H 0.076; H 0.075; H 0.072; H 0.087; H 0.111; H 0.080

***

Entry from OMol25: a 2-piece molecular cluster, C3H5BrO2S overall in a non-equilibrium geometry (ωB97M-V/def2-TZVPD).

Geometry as ORCA input:
```
! RIJCOSX wB97M-V def2-TZVPD def2/J DEFGRID3
* xyz 0 1
C 3.94 -2.16 0.33
C 3.65 -0.99 0.17
C -0.51 0.44 0.75
O -1.93 -0.09 -1.24
O 0.70 0.06 -1.58
S -0.50 0.77 -1.06
Br 3.37 0.76 -0.18
H 4.50 -2.95 0.82
H -2.58 0.23 -1.97
H -0.63 1.35 1.21
H -1.22 -0.27 0.90
H 0.45 0.01 1.02
*
```

## Properties
F_max = 3.44 eV Å⁻¹
Gap between HOMO and LUMO = 9.899 eV
Relative energy (zero: lowest compared OMol25 entry of this formula, charge and spin) = 2.453 eV
E_LUMO = 0.417 eV

The computed Löwdin charges, all in e, follow: C -0.004; C -0.743; C -0.185; O -0.371; O -0.562; S 0.869; Br 0.785; H 0.032; H 0.106; H 0.016; H 0.014; H 0.043

***

Entry from OMol25: a 2-piece molecular cluster, C6H14N2O2 overall (ωB97M-V/def2-TZVPD).

Geometry as ORCA input:
```
! RIJCOSX wB97M-V def2-TZVPD def2/J DEFGRID3
* xyz 0 1
C 2.11 -0.31 -1.13
N 1.04 -1.09 -0.58
C 0.67 -2.25 -1.23
C -0.46 -3.02 -0.59
O 1.13 -2.57 -2.30
H 2.00 -0.31 -2.21
H 2.12 0.71 -0.74
H 3.09 -0.74 -0.98
H 0.90 -1.13 0.41
H -0.33 -4.08 -0.76
H -0.62 -2.84 0.47
H -1.36 -2.70 -1.11
C -0.05 3.04 -0.15
N -0.61 1.76 0.26
C -1.33 1.70 1.43
C -1.64 0.31 1.90
O -1.74 2.71 1.98
H 0.82 2.86 -0.78
H -0.79 3.66 -0.65
H 0.32 3.59 0.71
H -0.07 0.94 0.03
H -0.77 -0.35 1.90
H -2.09 0.28 2.88
H -2.35 -0.16 1.23
*
```

## Properties
F_max = 0.92 eV Å⁻¹
Gap between HOMO and LUMO = 10.365 eV
Relative energy (zero: lowest compared OMol25 entry of this formula, charge and spin) = 0.642 eV
E_LUMO = 0.529 eV

The computed Löwdin charges, all in e, follow: C -0.082; N -0.018; C -0.545; C 0.001; O 0.063; H 0.092; H 0.068; H 0.088; H 0.113; H 0.084; H 0.069; H 0.092; C -0.077; N 0.005; C -0.552; C -0.004; O 0.060; H 0.072; H 0.085; H 0.081; H 0.079; H 0.061; H 0.084; H 0.083

***

F_max of number 5 (C20H32Cl8O12)? 2.76 eV Å⁻¹